Molecular formula: C43H43BrCdN6O2S
Method: DFT, ωB97M-V/def2-TZVPD

```
! RIJCOSX wB97M-V def2-TZVPD def2/J DEFGRID3
* xyz -2 1
Cd 0.206 -0.062 -1.359
C 2.142 -5.440 0.196
C 2.485 -4.118 0.448
C 1.629 -3.083 0.110
C 0.385 -3.333 -0.486
C 0.069 -4.672 -0.770
C 0.927 -5.703 -0.427
N -0.463 -2.280 -0.801
C -1.740 -2.320 -0.399
C -2.243 -3.204 0.609
C -3.535 -3.136 1.059
C -4.450 -2.202 0.544
C -4.017 -1.350 -0.443
C -2.708 -1.406 -0.928
N -2.269 -0.551 -1.954
N -3.165 0.045 -2.584
C -2.712 0.869 -3.644
C -3.234 2.158 -3.723
C -2.797 2.977 -4.744
C -1.892 2.474 -5.668
C -1.477 1.165 -5.526
N -1.882 0.362 -4.542
H 2.815 -6.247 0.459
H 3.438 -3.883 0.911
H 1.915 -2.057 0.296
H -0.869 -4.887 -1.268
H 0.649 -6.725 -0.664
H -1.560 -3.908 1.065
H -3.843 -3.806 1.856
H -5.457 -2.136 0.936
H -4.672 -0.597 -0.859
H -3.930 2.495 -2.967
H -3.137 4.003 -4.806
H -1.487 3.092 -6.456
H -0.759 0.735 -6.217
N 0.812 -0.876 -4.308
C 1.326 -2.097 -3.932
C 0.709 -3.266 -4.396
C 1.233 -4.514 -4.120
C 2.403 -4.631 -3.381
C 3.003 -3.477 -2.902
C 2.482 -2.207 -3.136
C 3.139 -1.025 -2.501
C 4.512 -0.857 -2.711
C 5.214 0.158 -2.082
C 4.536 1.021 -1.234
C 3.169 0.857 -1.039
C 2.423 -0.158 -1.651
H -0.194 -0.814 -4.407
H 1.189 -0.043 -3.875
H -0.198 -3.168 -4.984
H 0.718 -5.401 -4.474
H 2.812 -5.603 -3.137
H 3.882 -3.554 -2.271
H 5.028 -1.533 -3.387
H 6.277 0.280 -2.262
H 5.066 1.826 -0.735
H 2.665 1.559 -0.380
C -0.648 4.308 5.880
C -1.359 4.588 4.556
C -0.812 5.908 3.993
C -2.856 4.756 4.852
C -1.148 3.468 3.538
C -1.758 3.541 2.293
C -1.561 2.552 1.353
Br -2.480 2.686 -0.304
C -0.733 1.421 1.550
O -0.589 0.503 0.664
C -0.128 1.341 2.852
C -0.351 2.347 3.781
C 0.737 0.121 3.183
C -0.088 -1.170 3.040
C 1.273 0.161 4.616
C 1.947 0.080 2.242
H -0.839 5.127 6.580
H 0.432 4.227 5.744
H -1.003 3.382 6.336
H -0.968 6.728 4.702
H -1.305 6.168 3.056
H 0.257 5.821 3.792
H -3.020 5.559 5.578
H -3.269 3.830 5.257
H -3.414 4.998 3.946
H -2.403 4.373 2.033
H 0.124 2.257 4.747
H -0.923 -1.165 3.746
H 0.538 -2.043 3.252
H -0.482 -1.266 2.032
H 0.465 0.110 5.351
H 1.863 1.061 4.812
H 1.926 -0.702 4.770
H 1.627 -0.042 1.212
H 2.605 -0.755 2.503
H 2.523 1.006 2.317
O 0.679 3.919 -4.147
S 0.385 3.250 -2.857
N 0.183 1.800 -2.797
*
```

Results
**Electronic energy**: -143768.5387 eV
**Lowest unoccupied orbital energy**: 4.052 eV
**Energy above the lowest of the compared OMol25 structures with the same formula, charge and spin**: 20.5 kcal/mol
**HOMO level**: -1.842 eV
**Gap between HOMO and LUMO**: 5.894 eV

In the Löwdin picture, each atom carries the following charge in e:
1. Cd 1.334
2. C -0.137
3. C -0.109
4. C -0.040
5. C -0.310
6. C -0.060
7. C -0.123
8. N 0.007
9. C -0.278
10. C -0.046
11. C -0.116
12. C -0.132
13. C -0.058
14. C -0.228
15. N 0.036
16. N 0.059
17. C -0.366
18. C -0.067
19. C -0.088
20. C -0.094
21. C -0.159
22. N 0.097
23. H 0.080
24. H 0.095
25. H 0.076
26. H 0.113
27. H 0.089
28. H 0.101
29. H 0.089
30. H 0.078
31. H 0.093
32. H 0.080
33. H 0.103
34. H 0.097
35. H 0.103
36. N 0.107
37. C -0.290
38. C -0.049
39. C -0.126
40. C -0.129
41. C -0.064
42. C -0.157
43. C -0.241
44. C -0.071
45. C -0.128
46. C -0.126
47. C -0.179
48. C -0.194
49. H 0.031
50. H 0.022
51. H 0.102
52. H 0.088
53. H 0.086
54. H 0.109
55. H 0.100
56. H 0.081
57. H 0.084
58. H 0.074
59. C -0.080
60. C -0.566
61. C -0.059
62. C -0.062
63. C -0.204
64. C -0.118
65. C -0.567
66. Br 0.750
67. C -0.432
68. O -0.249
69. C -0.088
70. C 0.000
71. C -0.529
72. C -0.039
73. C -0.087
74. C -0.053
75. H 0.075
76. H 0.082
77. H 0.083
78. H 0.073
79. H 0.076
80. H 0.087
81. H 0.073
82. H 0.086
83. H 0.072
84. H 0.089
85. H 0.074
86. H 0.085
87. H 0.081
88. H 0.059
89. H 0.080
90. H 0.077
91. H 0.076
92. H 0.033
93. H 0.082
94. H 0.089
95. O -0.645
96. S 0.559
97. N -0.515


Molecular formula: C43H44AsF3N2O3PPd
Method: DFT, ωB97M-V/def2-TZVPD

```
! RIJCOSX wB97M-V def2-TZVPD def2/J DEFGRID3
* xyz 3 5
Pd 1.817 -1.550 0.502
C 1.439 -6.386 -0.153
N 0.300 -5.732 0.470
C -0.783 -6.626 0.822
C 0.317 -4.424 0.658
O 1.232 -3.713 0.207
C -0.845 -3.738 1.393
O -0.504 -2.393 1.717
C -0.359 -2.087 3.094
C 1.115 -2.166 3.530
O 1.988 -2.347 2.665
N 1.394 -2.061 4.818
C 2.744 -2.287 5.298
C 0.393 -1.759 5.816
H 1.198 -6.700 -1.169
H 1.705 -7.268 0.432
H 2.287 -5.704 -0.193
H -0.873 -7.386 0.042
H -1.733 -6.104 0.897
H -0.566 -7.138 1.765
H -1.142 -4.297 2.286
H -1.702 -3.686 0.706
H -0.973 -2.752 3.714
H -0.722 -1.058 3.213
H 3.384 -2.580 4.469
H 2.740 -3.084 6.043
H 3.143 -1.381 5.754
H -0.153 -0.853 5.553
H 0.887 -1.597 6.770
H -0.320 -2.575 5.933
F 6.847 6.218 2.646
C 7.425 5.305 1.866
F 7.695 5.896 0.694
F 8.591 4.977 2.424
C 6.543 4.088 1.656
C 5.255 4.051 2.194
C 4.451 2.958 1.972
C 4.916 1.873 1.196
C 6.231 1.913 0.683
C 7.031 3.012 0.912
C 4.062 0.790 0.944
C 3.282 -0.126 0.691
H 4.903 4.883 2.782
H 3.458 2.922 2.390
H 6.609 1.069 0.129
H 8.038 3.046 0.524
C -0.385 1.872 -0.703
C -1.107 2.005 -2.037
As -2.220 3.672 -2.179
C -3.202 3.331 -3.816
C -4.380 4.054 -4.031
C -5.190 3.751 -5.110
C -4.799 2.765 -6.010
C -3.611 2.067 -5.815
C -2.792 2.375 -4.746
C -3.579 3.340 -0.775
C -4.360 2.197 -0.911
C -5.310 1.912 0.055
C -5.488 2.754 1.138
C -4.713 3.895 1.265
C -3.757 4.191 0.303
P 0.141 0.099 -0.417
C 1.110 -0.370 -1.893
C 1.899 0.553 -2.582
C 2.762 0.127 -3.577
C 2.897 -1.225 -3.861
C 2.164 -2.160 -3.143
C 1.276 -1.747 -2.162
C -1.519 -0.655 -0.471
C -2.319 -0.332 0.627
C -3.601 -0.829 0.730
C -4.093 -1.667 -0.261
C -3.312 -1.975 -1.364
C -2.023 -1.472 -1.477
H -1.063 2.126 0.119
H 0.480 2.537 -0.636
H -1.799 1.169 -2.188
H -0.394 2.008 -2.863
H -4.662 4.847 -3.348
H -6.106 4.299 -5.272
H -5.398 2.569 -6.889
H -3.315 1.296 -6.512
H -1.850 1.858 -4.630
H -4.240 1.542 -1.767
H -5.924 1.031 -0.062
H -6.244 2.534 1.874
H -4.858 4.562 2.100
H -3.164 5.095 0.393
H 1.850 1.605 -2.345
H 3.336 0.854 -4.129
H 3.563 -1.544 -4.647
H 2.268 -3.212 -3.367
H 0.640 -2.485 -1.675
H -1.917 0.311 1.402
H -4.211 -0.579 1.584
H -5.087 -2.076 -0.178
H -3.709 -2.603 -2.146
H -1.431 -1.713 -2.347
*
```

Results
**Electronic energy**: -136158.8226 eV
**Lowest unoccupied orbital energy (alpha / beta)**: -6.869 / -10.605 eV
**Energy above the lowest of the compared OMol25 structures with the same formula, charge and spin**: 21.6 kcal/mol
**HOMO level (alpha / beta)**: -15.554 / -16.158 eV
**Gap between HOMO and LUMO (alpha / beta)**: 8.685 / 5.553 eV

In the Löwdin picture, each atom carries the following charge in e:
1. Pd 0.883
2. C -0.002
3. N -0.127
4. C -0.011
5. C -0.384
6. O -0.073
7. C -0.068
8. O -0.204
9. C -0.089
10. C -0.394
11. O -0.043
12. N -0.130
13. C -0.002
14. C -0.017
15. H 0.107
16. H 0.110
17. H 0.093
18. H 0.109
19. H 0.091
20. H 0.113
21. H 0.141
22. H 0.140
23. H 0.138
24. H 0.136
25. H 0.093
26. H 0.111
27. H 0.106
28. H 0.100
29. H 0.106
30. H 0.105
31. F 0.169
32. C -0.595
33. F 0.176
34. F 0.184
35. C -0.033
36. C 0.038
37. C 0.026
38. C -0.208
39. C 0.040
40. C 0.044
41. C -0.032
42. C 0.002
43. H 0.135
44. H 0.128
45. H 0.136
46. H 0.145
47. C -0.362
48. C -0.390
49. As 1.512
50. C -0.388
51. C -0.083
52. C -0.028
53. C -0.007
54. C -0.035
55. C -0.088
56. C -0.383
57. C -0.110
58. C -0.072
59. C -0.044
60. C -0.049
61. C -0.103
62. P 1.079
63. C -0.393
64. C -0.098
65. C -0.039
66. C -0.028
67. C -0.036
68. C -0.148
69. C -0.386
70. C -0.122
71. C -0.072
72. C -0.055
73. C -0.056
74. C -0.081
75. H 0.070
76. H 0.085
77. H 0.064
78. H 0.059
79. H 0.118
80. H 0.126
81. H 0.130
82. H 0.123
83. H 0.100
84. H 0.109
85. H 0.116
86. H 0.121
87. H 0.120
88. H 0.109
89. H 0.102
90. H 0.121
91. H 0.123
92. H 0.124
93. H 0.083
94. H 0.108
95. H 0.118
96. H 0.119
97. H 0.118
98. H 0.106


Molecular formula: C43H44AuN5O2SSe2
Method: DFT, ωB97M-V/def2-TZVPD

```
! RIJCOSX wB97M-V def2-TZVPD def2/J DEFGRID3
* xyz 2 3
Au -0.373 -1.071 -1.369
Se -2.032 1.399 -1.906
Se -3.723 -0.070 -2.562
C -3.616 -1.505 -1.269
C -4.822 -2.150 -1.021
C -4.822 -3.239 -0.166
C -3.631 -3.628 0.432
C -2.484 -2.919 0.135
N -2.476 -1.881 -0.710
C -0.826 1.160 -3.387
C -0.932 1.928 -4.532
C -0.020 1.699 -5.555
C 0.947 0.721 -5.391
C 0.975 -0.002 -4.208
N 0.109 0.225 -3.223
H -5.737 -1.805 -1.483
H -5.742 -3.770 0.035
H -3.585 -4.468 1.110
H -1.525 -3.197 0.552
H -1.705 2.678 -4.621
H -0.071 2.273 -6.470
H 1.665 0.505 -6.170
H 1.691 -0.797 -4.043
C 1.470 3.327 -2.352
O 0.541 3.163 -1.284
C 0.303 4.273 -0.512
C 0.556 5.571 -0.932
C 0.305 6.632 -0.072
C -0.211 6.409 1.195
C -0.492 5.112 1.597
C -0.238 4.039 0.760
N -0.501 2.707 1.204
C 0.544 2.190 2.087
C 1.847 1.966 1.372
C 2.823 2.929 1.362
C 3.958 2.779 0.550
C 4.119 1.653 -0.278
C 3.164 0.680 -0.298
C 1.983 0.794 0.530
O 1.095 -0.087 0.546
H 1.776 2.328 -2.653
H 2.343 3.890 -2.018
H 1.010 3.840 -3.199
H 0.950 5.761 -1.919
H 0.509 7.641 -0.405
H -0.408 7.239 1.857
H -0.924 4.923 2.573
H -0.550 2.088 0.399
H 0.730 2.934 2.866
H 2.726 3.815 1.977
H 4.724 3.543 0.566
H 5.010 1.566 -0.884
H 3.251 -0.216 -0.900
C 0.999 1.730 5.627
N -0.449 1.724 5.387
C -1.286 1.852 6.588
C -0.974 1.515 4.181
S -0.021 0.659 2.944
N -2.200 1.914 3.882
C -2.990 1.328 2.793
C -2.809 3.118 4.454
H 1.163 1.521 6.680
H 1.414 2.714 5.401
H 1.497 0.974 5.030
H -0.832 1.243 7.366
H -2.280 1.464 6.384
H -1.354 2.880 6.941
H -2.686 0.302 2.611
H -2.855 1.924 1.892
H -4.033 1.347 3.108
H -2.051 3.733 4.931
H -3.599 2.877 5.164
H -3.238 3.678 3.623
C 2.098 -7.382 0.785
C 2.657 -6.301 1.450
C 2.305 -5.010 1.090
C 1.403 -4.782 0.051
C 0.832 -5.876 -0.600
C 1.180 -7.165 -0.236
C 1.061 -3.385 -0.291
C 0.570 -2.944 -1.447
C 0.544 -3.531 -2.778
C -0.602 -3.504 -3.578
C -0.581 -4.054 -4.849
C 0.585 -4.625 -5.342
C 1.737 -4.643 -4.562
C 1.721 -4.096 -3.292
H 2.368 -8.391 1.065
H 3.366 -6.462 2.251
H 2.740 -4.167 1.614
H 0.109 -5.723 -1.390
H 0.731 -8.006 -0.747
H 1.213 -2.667 0.512
H -1.514 -3.059 -3.197
H -1.476 -4.042 -5.455
H 0.600 -5.056 -6.334
H 2.646 -5.087 -4.944
H 2.611 -4.112 -2.676
*
```

Results
**Electronic energy**: -202054.8193 eV
**Lowest unoccupied orbital energy (alpha / beta)**: -4.815 / -6.951 eV
**Energy above the lowest of the compared OMol25 structures with the same formula, charge and spin**: 7.2 kcal/mol
**HOMO level (alpha / beta)**: -11.583 / -11.860 eV
**Gap between HOMO and LUMO (alpha / beta)**: 6.767 / 4.909 eV

In the Löwdin picture, each atom carries the following charge in e:
1. Au 0.880
2. Se 0.691
3. Se 0.725
4. C -0.655
5. C -0.102
6. C -0.032
7. C -0.031
8. C -0.113
9. N -0.053
10. C -0.671
11. C -0.080
12. C -0.024
13. C -0.020
14. C -0.106
15. N -0.054
16. H 0.107
17. H 0.123
18. H 0.118
19. H 0.103
20. H 0.117
21. H 0.125
22. H 0.120
23. H 0.121
24. C -0.058
25. O -0.146
26. C -0.224
27. C -0.001
28. C -0.059
29. C -0.069
30. C -0.021
31. C -0.206
32. N 0.041
33. C -0.468
34. C -0.144
35. C 0.001
36. C -0.004
37. C -0.046
38. C 0.039
39. C -0.363
40. O -0.079
41. H 0.080
42. H 0.103
43. H 0.098
44. H 0.114
45. H 0.115
46. H 0.111
47. H 0.107
48. H 0.052
49. H 0.115
50. H 0.132
51. H 0.122
52. H 0.121
53. H 0.126
54. C -0.025
55. N -0.154
56. C -0.011
57. C -0.517
58. S 1.099
59. N -0.157
60. C -0.039
61. C -0.018
62. H 0.097
63. H 0.103
64. H 0.067
65. H 0.104
66. H 0.097
67. H 0.105
68. H 0.073
69. H 0.084
70. H 0.104
71. H 0.094
72. H 0.105
73. H 0.106
74. C -0.073
75. C -0.073
76. C -0.044
77. C -0.229
78. C -0.035
79. C -0.066
80. C -0.097
81. C -0.191
82. C -0.289
83. C -0.057
84. C -0.068
85. C -0.065
86. C -0.060
87. C -0.035
88. H 0.109
89. H 0.108
90. H 0.110
91. H 0.113
92. H 0.109
93. H 0.089
94. H 0.092
95. H 0.109
96. H 0.110
97. H 0.112
98. H 0.124


> What is the energy above the lowest of the compared OMol25 structures with the same formula, charge and spin in the third record?

7.2 kcal/mol


> What is the energy above the lowest of the compared OMol25 structures with the same formula, charge and spin in the second record?

21.6 kcal/mol


> What is the energy above the lowest of the compared OMol25 structures with the same formula, charge and spin in the third record?

7.2 kcal/mol


> Look up the electronic energy of the first one.

-143768.5387 eV